The following is a quantum chemistry calculation of a molecular structure, C41H60F3GeN4O2P3Ti, from the OMol25 dataset.

The multiplicity is 2. As for the HOMO-LUMO gap (alpha / beta): 5.9 / 5.2 eV. As for the total charge: +3. For the energy above the lowest of the compared OMol25 structures with the same formula, charge and spin, the calculation gives 0.00 kJ/mol. The value obtained for the molar mass is 911.350 u. The total energy comes out at -169175.4864 eV.

Last column: Mulliken spin population.
Geometry (Å):
Ti: 1.0034 0.3864 -1.2695  -0.01
C: 2.6617 3.7577 0.6164  0.00
C: 1.3041 3.3373 1.1866  0.00
C: 0.6372 4.5447 1.8563  0.00
P: 0.2015 2.5947 -0.1002  0.00
C: -1.3438 2.1706 0.8147  0.00
N: -1.1593 0.9087 1.5058  0.01
Ge: -0.7115 -0.6091 0.5404  -0.02
N: -2.2122 -1.3882 -0.4600  0.36
C: -1.8608 -1.9399 -1.7482  -0.05
P: -0.8996 -0.7475 -2.7909  0.02
C: -2.2794 0.2385 -3.5443  0.00
C: -2.8969 1.2057 -2.5341  0.00
C: -1.9367 0.9423 -4.8580  0.00
C: -0.2418 -1.8341 -4.1364  0.00
C: 0.6724 -1.1040 -5.1295  0.00
C: 0.4689 -3.0732 -3.5843  0.00
C: -3.4389 -1.4167 0.0732  0.12
C: -4.6572 -1.5460 -0.6458  0.08
C: -5.8356 -1.3058 0.0035  0.01
C: -5.8549 -0.9522 1.3705  0.21
C: -4.6836 -0.8998 2.1148  -0.09
C: -3.4913 -1.1991 1.4929  0.20
N: -2.2479 -1.3806 2.1502  0.05
C: -1.9780 -0.4895 3.2556  0.00
C: -2.1903 -0.8098 4.5845  0.01
C: -1.9387 0.1481 5.5563  0.00
C: -1.4752 1.4030 5.1839  0.01
C: -1.2254 1.7067 3.8517  -0.01
C: -1.4715 0.7537 2.8718  0.00
C: -1.8848 -2.7775 2.2886  0.07
C: -2.7332 -3.7176 2.8459  -0.01
C: -2.3118 -5.0340 2.9621  -0.01
C: -1.0521 -5.3876 2.5035  0.01
C: -0.2107 -4.4505 1.9161  -0.01
C: -0.6232 -3.1267 1.8015  0.00
N: 0.1391 -2.1124 1.2058  0.02
C: 1.4873 -2.4239 0.7907  -0.01
P: 2.3872 -0.8519 0.5349  0.00
C: 4.0561 -1.3648 -0.0612  0.00
C: 4.7108 -2.4109 0.8504  0.00
C: 5.0321 -0.2107 -0.3245  0.00
C: 2.4051 -0.0767 2.2228  0.00
C: 2.3881 -1.1000 3.3642  0.00
C: 3.5780 0.8927 2.3955  0.00
C: -0.1191 3.9642 -1.3030  0.00
C: 0.2151 3.5448 -2.7363  0.00
C: -1.5198 4.5691 -1.1672  0.00
H: 3.2860 4.1207 1.4333  0.00
H: 2.5560 4.5819 -0.0907  0.00
H: 3.1904 2.9540 0.1129  0.00
H: 1.4460 2.5523 1.9344  0.00
H: 0.5010 5.3661 1.1525  0.00
H: 1.2967 4.9087 2.6450  0.00
H: -0.3250 4.3251 2.3177  0.00
H: -2.1852 2.1507 0.1161  0.00
H: -1.5609 2.9621 1.5310  0.00
H: -2.7302 -2.2883 -2.3061  0.01
H: -1.2262 -2.8131 -1.5677  0.01
H: -3.0127 -0.5437 -3.7737  0.00
H: -2.1990 2.0064 -2.2874  0.00
H: -3.2118 0.7232 -1.6106  0.00
H: -3.7771 1.6735 -2.9770  0.00
H: -1.0731 1.6024 -4.7758  0.00
H: -2.7882 1.5573 -5.1514  0.00
H: -1.7551 0.2368 -5.6654  0.00
H: -1.1523 -2.1471 -4.6619  0.00
H: 1.6804 -1.0146 -4.7330  0.00
H: 0.3205 -0.1155 -5.4136  0.00
H: 0.7339 -1.7009 -6.0395  0.00
H: 1.2762 -2.7983 -2.8990  0.00
H: 0.9297 -3.6075 -4.4155  0.00
H: -0.1990 -3.7765 -3.0897  0.00
H: -4.6575 -1.7719 -1.7029  -0.01
H: -6.7700 -1.3681 -0.5377  0.00
H: -6.8040 -0.7616 1.8534  0.00
H: -4.7069 -0.6863 3.1755  0.00
H: -2.5502 -1.7930 4.8594  0.00
H: -2.1085 -0.0816 6.5987  0.00
H: -1.2866 2.1518 5.9413  0.00
H: -0.8251 2.6799 3.5953  0.00
H: -3.7158 -3.4234 3.1944  0.00
H: -2.9592 -5.7750 3.4087  0.00
H: -0.7165 -6.4119 2.5931  0.00
H: 0.7548 -4.7702 1.5486  0.00
H: 1.5511 -3.0510 -0.1099  0.00
H: 2.0127 -2.9559 1.5877  0.00
H: 3.8136 -1.8423 -1.0182  0.00
H: 4.9130 -2.0061 1.8417  0.00
H: 5.6708 -2.6909 0.4153  0.00
H: 4.1259 -3.3234 0.9514  0.00
H: 5.5553 0.0691 0.5883  0.00
H: 4.5679 0.6970 -0.7117  0.00
H: 5.7842 -0.5415 -1.0401  0.00
H: 1.4649 0.4816 2.2672  0.00
H: 3.2577 -1.7564 3.3387  0.00
H: 1.4813 -1.7036 3.3734  0.00
H: 2.4271 -0.5515 4.3065  0.00
H: 4.5058 0.3432 2.5607  0.00
H: 3.4054 1.5037 3.2824  0.00
H: 3.7252 1.5607 1.5503  0.00
H: 0.6014 4.7311 -1.0105  0.00
H: -0.2777 2.6064 -3.0116  0.00
H: 1.2884 3.4294 -2.8816  0.00
H: -0.1332 4.3010 -3.4407  0.00
H: -2.3033 3.8852 -1.4950  0.00
H: -1.5819 5.4567 -1.7972  0.00
H: -1.7397 4.8782 -0.1454  0.00
F: 4.8007 -0.1276 -3.7410  0.00
C: 4.1273 0.9983 -3.5623  0.00
F: 3.5712 1.3759 -4.7131  0.00
F: 4.9272 1.9465 -3.1158  0.00
C: 2.9761 0.7569 -2.5617  0.00
O: 2.5942 1.6481 -1.7611  0.00
O: 2.3486 -0.3513 -2.5770  0.00